A 9-piece molecular cluster, C29H41N3O25PS overall in a non-equilibrium geometry. Source: OMol25; level of theory: the ωB97M-V functional and the def2-TZVPD basis.

```
100
Properties=species:S:1:pos:R:3:lowdin_charge:R:1
N 5.455 -5.281 -1.179 -0.42
P 6.402 -4.057 -0.604 0.57
C 7.133 -3.200 -2.143 -0.41
C 6.513 -1.704 -2.410 -0.40
C 4.927 -1.752 -2.047 -0.55
S 3.857 -0.471 -2.927 0.79
C 2.102 -1.019 -2.405 -0.45
N 1.226 -0.540 -1.273 -0.02
N 0.086 -1.356 -1.369 -0.04
C 0.248 -2.332 -2.542 -0.04
O 1.551 -2.122 -3.236 -0.11
H 5.462 -5.286 -2.222 -0.09
H 5.544 -3.256 0.221 -0.06
H 7.423 -4.621 0.252 -0.04
H 8.292 -3.054 -1.894 -0.01
H 7.126 -0.958 -1.739 0.09
H 6.665 -1.382 -3.545 0.09
H 4.765 -1.554 -0.886 0.07
H 4.497 -2.809 -2.388 0.09
H -0.475 -3.171 -2.918 0.14
C 5.312 -8.882 2.242 -0.14
C 4.381 -7.739 2.489 -0.15
O 5.254 -6.667 2.788 0.06
C 6.459 -6.965 2.220 -0.52
O 7.393 -6.185 2.136 0.09
O 6.482 -8.249 1.758 0.06
H 4.919 -9.587 1.506 0.14
H 5.559 -9.426 3.160 0.13
H 3.793 -7.480 1.602 0.12
H 3.700 -7.930 3.323 0.14
C -0.139 2.533 -0.050 -0.14
C -0.222 3.836 -0.776 -0.13
O -0.353 4.782 0.269 0.07
C 0.176 4.210 1.390 -0.51
O 0.382 4.805 2.435 0.11
O 0.444 2.887 1.190 0.07
H 0.482 1.802 -0.576 0.11
H -1.125 2.093 0.135 0.14
H 0.688 4.058 -1.342 0.14
H -1.081 3.883 -1.451 0.12
C 1.919 -4.725 0.919 -0.13
C 1.136 -3.878 1.869 -0.14
O 0.359 -4.822 2.582 0.06
C 1.013 -6.017 2.500 -0.51
O 0.715 -7.011 3.140 0.12
O 2.045 -5.955 1.608 0.04
H 2.903 -4.302 0.699 0.13
H 1.388 -4.899 -0.022 0.13
H 1.777 -3.341 2.577 0.14
H 0.495 -3.158 1.353 0.13
C -4.608 4.835 -1.999 -0.13
C -5.065 3.814 -2.990 -0.13
O -4.239 4.059 -4.113 0.05
C -3.113 4.677 -3.651 -0.51
O -2.115 4.881 -4.321 0.13
O -3.250 5.036 -2.341 0.05
H -4.701 4.485 -0.967 0.14
H -5.143 5.785 -2.101 0.14
H -4.894 2.789 -2.642 0.14
H -6.120 3.930 -3.251 0.14
C -1.268 4.782 5.319 -0.13
C -0.699 3.784 6.274 -0.13
O -1.601 3.824 7.363 0.05
C -2.790 4.285 6.877 -0.51
O -3.837 4.286 7.503 0.12
O -2.655 4.745 5.598 0.07
H -1.076 4.518 4.276 0.11
H -0.898 5.796 5.504 0.14
H -0.687 2.770 5.861 0.14
H 0.312 4.048 6.598 0.14
C -1.868 -1.089 -6.766 -0.14
C -1.299 -2.087 -5.811 -0.14
O -2.201 -2.048 -4.722 0.04
C -3.390 -1.586 -5.209 -0.51
O -4.437 -1.585 -4.583 0.13
O -3.255 -1.127 -6.487 0.06
H -1.676 -1.354 -7.810 0.14
H -1.498 -0.075 -6.582 0.14
H -1.287 -3.101 -6.224 0.14
H -0.288 -1.823 -5.488 0.13
C -3.207 4.706 -7.631 -0.14
C -3.166 6.043 -6.966 -0.15
O -3.106 6.946 -8.053 0.06
C -3.636 6.302 -9.134 -0.52
O -3.896 6.841 -10.197 0.13
O -3.837 4.978 -8.869 0.06
H -3.781 3.973 -7.058 0.13
H -2.207 4.304 -7.825 0.14
H -4.071 6.249 -6.384 0.13
H -2.293 6.158 -6.317 0.12
C -3.676 1.536 9.287 -0.15
C -4.459 2.383 10.237 -0.14
O -5.236 1.439 10.950 0.06
C -4.582 0.244 10.867 -0.52
O -4.880 -0.750 11.508 0.13
O -3.550 0.306 9.975 0.06
H -2.692 1.959 9.066 0.13
H -4.208 1.362 8.346 0.14
H -3.818 2.920 10.944 0.14
H -5.100 3.103 9.721 0.13
```

The HOMO-LUMO gap comes out at 4.518 eV. As for the total charge: -1.